{
  "formula": "C8H16Cl3FeGeNO12P2",
  "method": "wB97M-V/def2-TZVPD",
  "s_squared": 8.7628,
  "homo_lumo_gap_ev": [8.16, 6.43],
  "total_charge": -1,
  "multiplicity": 6,
  "homo_ev": [-5.442, -5.611],
  "species": ["Fe", "O", "C", "C", "N", "C", "C", "O", "O", "C", "C", "O", "O", "H", "H", "H", "H", "H", "H", "H", "H", "H", "C", "C", "O", "P", "O", "O", "O", "P", "O", "O", "O", "H", "H", "H", "H", "H", "H", "H", "Cl", "Ge", "Cl", "Cl"],
  "positions_angstrom": [[0.3418, 0.3771, 0.7143], [-0.8668, -2.1015, 1.2721], [0.1249, -3.0993, 1.4662], [0.5227, -3.6128, 0.1140], [1.0139, -2.6672, -0.8639], [2.4184, -2.2785, -0.8467], [2.8836, -1.2898, 0.2141], [4.0925, -1.2077, 0.4095], [1.9833, -0.5737, 0.8356], [0.1824, -2.2527, -1.9434], [-0.0250, -0.7438, -2.0142], [0.3997, -0.0868, -3.0028], [-0.5910, -0.1218, -1.0575], [-1.1013, -1.7228, 2.1348], [-0.2769, -3.9415, 2.0393], [0.9819, -2.6892, 1.9978], [-0.3421, -4.1214, -0.3223], [1.2963, -4.3711, 0.2864], [2.6662, -1.8065, -1.8039], [3.0667, -3.1582, -0.7450], [-0.8090, -2.6858, -1.8178], [0.5795, -2.5357, -2.9274], [-3.2480, 2.5425, 2.6205], [-1.7873, 2.7839, 2.9858], [-1.6852, 3.9109, 3.8681], [-0.8669, 3.1084, 1.4617], [0.6224, 3.2724, 1.9875], [-1.2674, 4.5407, 0.9111], [-1.0946, 2.0332, 0.4472], [-1.0045, 1.2903, 3.7894], [-2.2573, 0.4671, 4.3816], [-0.1719, 1.8234, 4.8960], [-0.4727, 0.4316, 2.6604], [-3.6705, 3.4316, 2.1452], [-3.8073, 2.3267, 3.5265], [-3.3449, 1.7005, 1.9356], [-0.9687, 3.6892, 4.4895], [1.2158, 3.6971, 1.3494], [-1.4154, 4.4915, -0.0417], [-2.2771, 0.6074, 5.3429], [1.7655, 2.5561, -4.1595], [0.3331, 2.0632, -2.5635], [1.7637, 1.8944, -0.8307], [-0.4891, 4.2215, -2.4584]],
  "forces_ev_per_a": [[-0.7, -0.3, 0.6], [-0.2, 0.1, 0.4], [-0.2, 0.5, 0.1], [0.4, -0.3, -0.7], [0.5, 0.2, 0.5], [-0.7, -0.4, -0.2], [0.3, 0.9, 0.9], [-0.7, -0.1, -0.1], [0.8, -0.8, -0.3], [0.0, 0.2, -0.5], [-0.7, 1.6, 1.5], [0.5, 0.0, -0.7], [0.3, -1.0, -0.9], [0.1, 0.1, -0.3], [0.0, -0.1, 0.1], [0.1, 0.1, 0.1], [0.0, 0.0, 0.0], [0.0, -0.1, -0.1], [0.0, -0.1, 0.0], [-0.1, 0.0, 0.0], [0.0, 0.0, 0.0], [0.0, -0.2, 0.0], [0.0, 0.2, -0.1], [0.0, 0.3, 0.3], [0.0, -0.3, -0.2], [-0.1, -0.3, 0.1], [0.0, 0.2, -0.1], [-0.1, 0.0, 0.2], [0.4, 0.4, 0.1], [0.3, 0.2, -0.5], [-0.1, -0.2, 0.6], [0.0, -0.1, 0.0], [0.1, 0.0, 0.2], [0.0, 0.0, 0.0], [0.0, 0.0, 0.0], [0.0, 0.0, 0.0], [0.0, -0.1, -0.1], [0.0, -0.2, 0.1], [0.0, 0.1, -0.5], [0.0, -0.1, -0.4], [0.0, -0.3, 0.0], [0.1, -0.6, -0.1], [0.1, 0.4, -0.4], [-0.2, 0.1, 0.4]]
}

***

{
  "formula": "C4HAgLiO4",
  "method": "wB97M-V/def2-TZVPD",
  "homo_lumo_gap_ev": 8.53,
  "total_charge": 1,
  "multiplicity": 1,
  "homo_ev": -13.604,
  "species": ["O", "C", "C", "C", "H", "Ag", "O", "C", "O", "O", "Li"],
  "positions_angstrom": [[-1.9722, 3.1504, -0.7056], [-2.7800, 3.9346, -0.6016], [1.4702, -0.3096, 1.1790], [2.3019, -0.2759, 0.2650], [3.1172, 0.1410, -0.3055], [0.1350, 1.5529, -0.5613], [0.1423, -2.5837, -0.0750], [-0.2940, -1.5878, 0.5303], [-0.8570, -0.6773, -0.1351], [0.5256, -1.1684, 1.5613], [-1.7888, -2.1761, -1.1517]],
  "forces_ev_per_a": [[0.2, -0.1, 0.0], [0.0, 0.0, 0.0], [-0.8, -2.7, -1.8], [0.6, 2.3, 0.3], [-0.1, -0.3, 0.2], [0.1, -0.7, 0.5], [-2.5, -1.4, 1.5], [5.2, 0.6, -4.3], [-3.0, 1.0, 0.4], [-0.5, 1.2, 3.0], [0.8, 0.1, 0.3]]
}

***

{
  "formula": "C5H8O",
  "method": "wB97M-V/def2-TZVPD",
  "homo_lumo_gap_ev": 11.08,
  "multiplicity": 1,
  "smiles": "C#CC(C)(C)O",
  "homo_ev": -10.323,
  "species": ["C", "C", "C", "C", "C", "O", "H", "H", "H", "H", "H", "H", "H", "H"],
  "positions_angstrom": [[-1.7080, -0.8755, -1.3576], [-0.6657, -0.3743, -1.1572], [-0.0662, 0.0814, 0.2223], [1.1427, -0.8297, 0.3485], [0.2923, 1.5158, -0.1142], [-0.8106, 0.1262, 1.4043], [-2.6598, -1.2881, -1.6386], [0.8362, -1.8636, 0.5529], [1.7571, -0.8343, -0.5586], [1.7504, -0.4729, 1.1883], [-0.6105, 2.1239, -0.2236], [0.8752, 1.5708, -1.0400], [0.8914, 1.9078, 0.7137], [-1.0247, -0.7876, 1.6598]],
  "forces_ev_per_a": [[-4.6, -2.3, -2.2], [2.0, 1.3, 4.0], [1.9, 0.6, -2.9], [0.6, 0.1, 0.8], [0.7, 0.5, 0.8], [-0.7, -0.9, -0.6], [0.4, 0.1, 0.0], [0.0, 0.2, -0.1], [-0.2, 0.1, 0.2], [0.1, -0.2, 0.0], [0.1, -0.2, 0.0], [-0.1, -0.1, 0.2], [0.0, 0.3, -0.1], [0.0, 0.4, 0.0]]
}

***

{
  "formula": "C2H4Cl2",
  "method": "wB97M-V/def2-TZVPD",
  "homo_lumo_gap_ev": 11.69,
  "multiplicity": 1,
  "smiles": "ClCCCl",
  "homo_ev": -10.747,
  "species": ["Cl", "C", "C", "Cl", "H", "H", "H", "H"],
  "positions_angstrom": [[-4.1922, 13.5522, -20.4478], [-5.4616, 14.1889, -21.5095], [-6.7434, 14.5849, -20.7060], [-7.4361, 13.1404, -19.9538], [-5.7280, 13.3574, -22.1620], [-4.9832, 15.0507, -21.9750], [-7.5056, 15.0977, -21.2926], [-6.5973, 15.2627, -19.8649]],
  "forces_ev_per_a": [[0.2, -0.1, 0.4], [-1.0, 0.4, 0.9], [0.7, 0.3, 0.1], [-0.4, -0.3, -0.1], [0.1, 0.4, -0.3], [-0.5, -0.2, -0.4], [0.1, -0.5, -0.5], [0.7, 0.0, -0.2]]
}

***

Number 1: largest force on an atom 0.0454 hartree/bohr. Number 2: largest force on an atom 0.1325 hartree/bohr. Number 3: largest force on an atom 0.1093 hartree/bohr. Number 4: largest force on an atom 0.0278 hartree/bohr.